Entry from OMol25: C22H68BaF6O18 as an isolated structure at a distorted geometry (ωB97M-V/def2-TZVPD).

Calculated values
HOMO-LUMO gap ... 7.69 eV
Total charge ... 0
Energy relative to the best compared isomer or geometry (same formula, charge and spin) ... 0.0 kcal per mole

Structure (XYZ):
```
115
C22H68BaF6O18 (ωB97M-V/def2-TZVPD)
Ba -1.14 -4.15 1.50
C -0.78 -0.98 -0.20
O -0.80 -0.35 1.07
O -1.74 -1.94 -0.22
C -0.99 0.03 -1.35
F -0.99 -0.58 -2.55
F -2.14 0.71 -1.23
F 0.04 0.92 -1.40
C 0.30 0.49 1.39
C -0.02 1.30 2.64
H 0.89 1.68 3.10
H -0.70 2.12 2.41
H -0.57 0.69 3.36
H 0.66 1.14 0.59
H 1.18 -0.13 1.58
H 0.23 -1.39 -0.40
C 2.07 -3.96 0.13
O 0.87 -4.27 -0.63
O 1.63 -3.80 1.39
C 3.15 -4.99 -0.23
F 3.63 -4.84 -1.46
F 4.20 -4.80 0.61
F 2.77 -6.26 -0.05
C 0.84 -3.97 -2.01
C -0.50 -4.41 -2.56
H -0.65 -4.18 -3.61
H -0.67 -5.47 -2.33
H -1.27 -3.84 -2.03
H 1.64 -4.37 -2.63
H 0.93 -2.88 -2.16
H 2.46 -3.01 -0.27
C -1.20 3.93 5.43
O -0.30 4.13 6.51
H -1.09 4.67 4.64
H -1.08 2.90 5.10
H -2.26 3.97 5.74
H -0.46 5.02 6.83
C -2.49 -1.46 4.14
O -1.90 -2.01 2.96
H -1.69 -1.11 4.81
H -3.00 -0.52 3.89
H -3.14 -2.16 4.64
H -1.65 -1.26 2.37
C -3.81 -4.98 -0.74
O -2.66 -5.74 -0.28
H -4.75 -5.48 -0.55
H -3.79 -4.09 -0.10
H -3.71 -4.70 -1.78
H -2.76 -6.63 -0.65
C -4.02 0.64 1.19
O -4.10 -0.77 1.00
H -4.55 0.85 2.12
H -2.98 0.96 1.19
H -4.53 1.14 0.37
H -3.29 -1.13 0.57
C -4.45 -1.11 -2.56
O -3.39 -2.07 -2.64
H -5.20 -1.33 -3.30
H -4.85 -1.15 -1.54
H -4.10 -0.08 -2.70
H -2.84 -1.90 -1.86
C -0.55 4.17 0.58
O 0.72 4.26 -0.04
H -1.17 5.02 0.31
H -1.05 3.25 0.24
H -0.42 4.12 1.66
H 1.33 3.59 0.30
C 2.71 -1.08 -3.56
O 3.61 -0.01 -3.55
H 1.95 -0.93 -2.78
H 2.24 -1.24 -4.53
H 3.20 -2.04 -3.32
H 3.65 0.32 -2.63
C 2.35 4.14 2.98
O 2.76 3.23 1.96
H 3.01 4.21 3.84
H 2.41 5.14 2.53
H 1.32 3.93 3.28
H 2.92 2.39 2.46
C -0.13 4.69 -3.44
O 0.37 5.59 -2.48
H -1.22 4.64 -3.54
H 0.32 4.98 -4.38
H 0.19 3.67 -3.21
H 0.43 5.20 -1.59
C 4.86 0.94 3.57
O 3.51 0.89 3.14
H 4.90 1.14 4.64
H 5.38 0.01 3.33
H 5.37 1.78 3.10
H 3.17 -0.02 3.13
C -3.04 1.66 -4.85
O -4.24 2.23 -5.35
H -2.88 1.77 -3.77
H -3.10 0.58 -5.00
H -2.19 2.01 -5.43
H -4.87 1.54 -5.55
C 3.86 0.03 0.05
O 3.53 0.94 -0.99
H 3.21 0.15 0.92
H 3.70 -0.99 -0.30
H 4.89 0.14 0.40
H 3.64 1.84 -0.66
C 0.96 1.50 -4.99
O 0.91 2.77 -5.60
H 1.57 0.80 -5.57
H 1.31 1.52 -3.96
H -0.02 1.02 -4.91
H 0.44 2.67 -6.43
C 1.48 -1.75 4.08
O 2.44 -1.77 3.04
H 1.50 -0.79 4.59
H 0.48 -1.86 3.68
H 1.61 -2.50 4.87
H 2.25 -2.56 2.47
```

Entry from OMol25: C54H49GeN5O5PS3Ti as an isolated structure at a distorted geometry (ωB97M-V/def2-TZVPD).

Calculated values
HOMO-LUMO gap (alpha / beta) ... 6.82 / 7.04 eV
Multiplicity ... 2
Expectation value of S² ... 0.76
Total charge ... 0
Energy relative to the best compared isomer or geometry (same formula, charge and spin) ... 39.9 kcal per mole

Structure (XYZ):
```
119
C54H49GeN5O5PS3Ti (ωB97M-V/def2-TZVPD)
Ti -0.84 0.97 0.48
O -3.38 1.91 1.64
C -2.17 2.15 1.71
C -1.77 3.16 2.79
C -2.75 3.85 3.49
C -2.42 4.65 4.57
C -1.08 4.76 4.96
C -0.10 4.09 4.26
C -0.43 3.31 3.16
P 0.77 2.41 2.14
C 1.80 1.53 3.38
C 1.19 1.01 4.52
C 1.92 0.25 5.42
C 3.26 -0.01 5.20
C 3.87 0.50 4.06
C 3.15 1.26 3.16
C 1.91 3.66 1.47
C 2.84 3.24 0.51
C 3.72 4.15 -0.06
C 3.68 5.49 0.31
C 2.75 5.91 1.25
C 1.87 5.00 1.82
H -3.78 3.70 3.20
H -3.19 5.17 5.12
H -0.82 5.37 5.82
H 0.94 4.16 4.59
H 0.15 1.21 4.72
H 1.42 -0.14 6.30
H 3.83 -0.60 5.90
H 4.92 0.31 3.88
H 3.65 1.65 2.28
H 2.85 2.21 0.19
H 4.44 3.81 -0.80
H 4.36 6.20 -0.14
H 2.69 6.96 1.53
H 1.13 5.36 2.52
N -0.24 -1.02 1.59
C -0.81 -2.09 0.75
C -2.11 -1.58 0.13
O -2.90 -2.30 -0.46
O -2.30 -0.32 0.31
H 0.74 -1.18 1.82
H -0.75 -0.96 2.48
H -1.00 -3.02 1.29
H -0.12 -2.31 -0.07
S -0.56 3.87 -0.79
C -1.55 2.58 -0.68
S -2.12 0.07 4.32
C -3.05 -1.14 3.68
N -3.76 -0.86 2.53
C -4.57 -1.74 1.93
C -4.69 -3.00 2.43
C -3.89 -3.28 3.56
N -3.10 -2.42 4.15
H -3.63 0.09 2.15
H -5.08 -1.40 1.04
H -5.33 -3.74 1.98
H -3.90 -4.28 3.98
O -0.25 0.30 -1.82
C 0.93 0.50 -1.44
O 1.16 0.71 -0.21
C 2.10 0.52 -2.39
C 3.14 -0.54 -2.00
Ge 2.92 -2.28 -2.88
C 3.56 -2.11 -4.72
C 2.80 -2.49 -5.82
C 3.29 -2.36 -7.11
C 4.57 -1.85 -7.32
C 5.34 -1.48 -6.23
C 4.84 -1.61 -4.95
C 1.08 -2.93 -2.91
C 0.72 -4.06 -2.18
C -0.58 -4.55 -2.21
C -1.54 -3.92 -2.98
C -1.20 -2.79 -3.71
C 0.09 -2.30 -3.67
C 4.05 -3.59 -1.97
C 4.35 -4.80 -2.60
C 5.14 -5.75 -1.97
C 5.65 -5.51 -0.70
C 5.36 -4.31 -0.07
C 4.56 -3.36 -0.69
H 2.55 1.52 -2.30
H 1.73 0.42 -3.41
H 3.15 -0.65 -0.92
H 4.14 -0.20 -2.29
H 1.80 -2.90 -5.68
H 2.68 -2.66 -7.96
H 4.95 -1.75 -8.33
H 6.34 -1.09 -6.39
H 5.47 -1.32 -4.11
H 1.46 -4.58 -1.58
H -0.84 -5.43 -1.63
H -2.56 -4.29 -3.00
H -1.95 -2.29 -4.32
H 0.34 -1.41 -4.25
H 3.97 -5.00 -3.59
H 5.37 -6.68 -2.48
H 6.27 -6.25 -0.22
H 5.76 -4.11 0.92
H 4.35 -2.43 -0.18
N -3.02 0.31 -2.22
C -3.76 1.24 -1.67
S -3.11 2.87 -1.53
N -5.00 0.93 -1.28
C -5.94 1.73 -0.56
C -6.16 3.07 -0.84
C -7.08 3.77 -0.08
C -7.81 3.14 0.92
C -7.62 1.79 1.15
C -6.68 1.08 0.42
H -2.02 0.49 -2.34
H -3.23 -0.67 -2.02
H -5.19 -0.06 -1.26
H -5.62 3.56 -1.64
H -7.24 4.82 -0.29
H -8.53 3.70 1.50
H -8.19 1.28 1.92
H -6.52 0.03 0.59
```

Entry from OMol25: one molecule with the formula C9H12ClNO3 at a distorted geometry (ωB97M-V/def2-TZVPD).

Calculated values
HOMO-LUMO gap ... 9.41 eV
Total charge ... 0
Structure (SMILES) ... CCOC(=O)N1CCC(Cl)=C(C=O)C1
Energy relative to the best compared isomer or geometry (same formula, charge and spin) ... 0.0 kcal per mole

Structure (XYZ):
```
26
C9H12ClNO3 (ωB97M-V/def2-TZVPD)
O 0.46 3.90 0.04
O -0.93 -2.34 0.27
Cl 3.17 2.21 2.86
O -0.95 -0.85 -1.47
C 1.27 3.31 0.74
C -0.63 -1.24 -0.20
C 1.17 1.86 0.95
C 1.93 1.29 1.95
N 0.06 -0.36 0.62
C 0.15 1.04 0.17
C -2.11 -1.30 -3.50
C -1.54 -1.93 -2.25
C 1.69 -0.08 2.46
C 0.32 -0.68 2.04
H 2.07 3.92 1.15
H 0.45 1.13 -0.86
H -0.83 1.50 0.17
H -1.29 -0.98 -4.17
H -2.70 -2.02 -4.03
H -2.74 -0.42 -3.24
H -0.78 -2.71 -2.50
H -2.34 -2.41 -1.71
H 2.52 -0.74 2.05
H 1.76 -0.12 3.56
H 0.31 -1.75 2.24
H -0.50 -0.25 2.65
```

Entry from OMol25: C5H7NO3 as an isolated structure at a distorted geometry (ωB97M-V/def2-TZVPD).

Calculated values
HOMO-LUMO gap (alpha / beta) ... 8.36 / 8.41 eV
Total charge ... 0
Energy relative to the best compared isomer or geometry (same formula, charge and spin) ... 137.8 kcal per mole

Structure (XYZ):
```
16
C5H7NO3 (ωB97M-V/def2-TZVPD)
C 0.81 0.70 -0.05
C -0.44 1.13 -0.78
C 0.97 1.11 1.38
N -0.19 -1.19 -0.73
C 0.56 -1.44 0.25
C -1.21 -0.16 -0.88
O -0.95 -2.84 -0.94
O 1.20 -2.02 1.03
O -2.36 -0.39 -1.04
H -1.89 -2.66 -0.81
H 1.73 0.71 -0.64
H -0.24 1.50 -1.79
H -1.04 1.88 -0.26
H 1.74 0.52 1.88
H 0.03 0.99 1.94
H 1.27 2.16 1.45
```

Entry from OMol25: a 7-piece molecular cluster, C35H76F6N4O5 overall at a distorted geometry (ωB97M-V/def2-TZVPD).

Calculated values
HOMO-LUMO gap ... 8.61 eV
Total charge ... 0
Structure (SMILES) ... CCOC(=O)C(F)(F)F.CCOC(=O)C(F)(F)F.CCN(CC)CC.CCN(CC)CC.CCN(CC)CC.CCN(CC)CC.CC(C)=O
Energy relative to the best compared isomer or geometry (same formula, charge and spin) ... 0.0 kcal per mole

Structure (XYZ):
```
126
C35H76F6N4O5 (ωB97M-V/def2-TZVPD)
C 4.09 -2.84 -3.39
C 3.35 -3.97 -4.24
N 4.12 -5.15 -4.23
C 3.37 -6.31 -4.87
C 2.17 -6.81 -4.06
C 5.43 -4.85 -4.98
C 6.25 -6.04 -5.41
H 3.40 -2.01 -3.27
H 5.04 -2.46 -3.77
H 4.36 -3.22 -2.41
H 2.41 -4.16 -3.73
H 3.07 -3.67 -5.25
H 3.09 -5.90 -5.84
H 3.96 -7.18 -5.16
H 1.86 -7.85 -4.17
H 2.26 -6.48 -3.02
H 1.33 -6.21 -4.41
H 6.07 -4.28 -4.31
H 5.23 -4.24 -5.87
H 7.30 -5.84 -5.61
H 5.90 -6.37 -6.40
H 6.28 -6.91 -4.75
C 0.18 8.70 4.56
C -0.48 7.74 3.50
N -0.06 8.16 2.15
C -1.12 8.59 1.24
C -1.99 9.72 1.75
C 0.87 7.24 1.52
C 1.62 7.60 0.20
H -0.37 8.68 5.51
H 0.04 9.73 4.23
H 1.22 8.55 4.83
H -0.17 6.75 3.80
H -1.54 7.91 3.70
H -0.74 8.99 0.30
H -1.81 7.78 1.01
H -2.48 10.16 0.87
H -2.66 9.37 2.53
H -1.45 10.51 2.27
H 0.45 6.24 1.64
H 1.69 7.22 2.23
H 0.97 7.58 -0.67
H 2.31 6.78 -0.01
H 2.21 8.52 0.28
C 3.29 -6.13 2.66
C 2.63 -4.95 3.57
N 3.47 -3.75 3.52
C 3.38 -3.04 4.81
C 2.00 -2.41 5.20
C 3.21 -2.91 2.28
C 4.28 -1.96 1.87
H 2.71 -7.01 2.92
H 4.35 -6.30 2.84
H 3.12 -5.97 1.59
H 1.56 -4.90 3.36
H 2.74 -5.38 4.57
H 3.81 -3.56 5.67
H 4.01 -2.17 4.69
H 1.54 -1.63 4.58
H 1.38 -3.31 5.25
H 2.05 -2.13 6.25
H 2.25 -2.40 2.39
H 2.99 -3.55 1.42
H 3.79 -1.23 1.24
H 5.13 -2.32 1.29
H 4.64 -1.40 2.74
C -4.94 -4.72 -1.88
C -3.92 -3.73 -1.28
N -3.12 -3.05 -2.33
C -2.17 -4.07 -2.77
C -1.01 -3.49 -3.68
C -3.73 -2.37 -3.46
C -4.95 -1.46 -3.25
H -5.61 -4.14 -2.53
H -5.59 -5.12 -1.10
H -4.48 -5.41 -2.59
H -4.40 -2.92 -0.73
H -3.22 -4.18 -0.58
H -2.69 -4.92 -3.21
H -1.69 -4.38 -1.84
H -0.72 -2.51 -3.29
H -1.32 -3.41 -4.72
H -0.16 -4.16 -3.62
H -2.97 -1.71 -3.88
H -4.06 -3.10 -4.20
H -5.36 -1.26 -4.24
H -5.64 -1.96 -2.56
H -4.72 -0.56 -2.69
C 0.97 2.76 1.69
C 0.56 1.28 1.87
O 1.14 0.58 0.75
C 0.69 -0.65 0.32
O -0.20 -1.23 0.89
C 1.30 -1.15 -1.02
F 1.27 -2.53 -1.12
F 0.65 -0.61 -2.06
F 2.56 -0.75 -1.03
H 2.04 2.87 1.86
H 0.39 3.48 2.27
H 0.89 2.98 0.63
H -0.53 1.30 1.83
H 0.89 0.94 2.85
C -2.75 4.52 2.22
C -3.20 3.92 3.55
O -4.60 3.53 3.48
C -5.54 4.53 3.71
O -5.21 5.66 4.06
C -7.03 4.12 3.47
F -7.34 4.26 2.17
F -7.22 2.82 3.77
F -7.86 4.86 4.19
H -2.76 3.80 1.41
H -1.70 4.84 2.27
H -3.31 5.39 1.90
H -2.90 4.64 4.31
H -2.59 3.02 3.66
C -2.82 0.68 -0.46
C -3.10 1.69 -1.56
O -3.40 2.89 -1.35
C -2.61 1.42 -2.92
H -3.74 0.09 -0.43
H -2.57 1.14 0.49
H -1.88 0.14 -0.56
H -1.97 2.25 -3.23
H -3.43 1.22 -3.62
H -1.99 0.52 -2.83
```

Entry from OMol25: C5H10N2O as an isolated structure at a distorted geometry (ωB97M-V/def2-TZVPD).

Calculated values
HOMO-LUMO gap ... 7.97 eV
Total charge ... 0
Energy relative to the best compared isomer or geometry (same formula, charge and spin) ... 155.3 kcal per mole

Structure (XYZ):
```
18
C5H10N2O (ωB97M-V/def2-TZVPD)
C -0.41 1.53 0.42
C -0.38 0.12 -0.10
C -1.40 -0.80 -0.05
C 1.05 -0.17 -0.45
C 2.26 0.66 0.11
H -1.40 1.71 -0.12
H 0.34 2.12 -0.21
H -0.45 1.70 1.44
H -1.21 -1.67 -0.52
H -3.37 -1.09 0.98
H -2.93 0.55 1.07
H 3.06 0.04 -0.39
H 2.24 1.80 0.10
H 2.77 0.45 1.33
H 0.62 -3.06 -1.69
N -2.48 -0.42 0.60
N 1.40 -1.28 -1.13
O 0.28 -2.17 -1.40
```

Entry from OMol25: C10H13BrCl4Cs2F7N3O11RbS3Si as an isolated structure at a distorted geometry (ωB97M-V/def2-TZVPD).

Calculated values
HOMO-LUMO gap ... 2.18 eV
Total charge ... -1

Structure (XYZ):
```
56
C10H13BrCl4Cs2F7N3O11RbS3Si (ωB97M-V/def2-TZVPD)
C -3.70 -0.97 -1.24
C -3.31 -1.91 -2.24
Si -2.49 -3.35 -3.30
O -3.37 -3.52 -4.82
C -0.64 -2.79 -3.62
C 0.13 -2.56 -2.15
O 0.48 -1.33 -1.70
S -2.58 -5.17 -2.08
O -1.11 -5.60 -1.85
O -3.33 -4.82 -0.77
F -3.46 -6.37 -2.96
H -3.70 -0.26 -0.29
H -3.46 -2.63 -5.29
H -0.04 -3.60 -4.26
H -0.67 -1.74 -4.14
H 0.38 -3.48 -1.47
Rb 1.47 -4.68 -2.27
C 5.82 -4.07 1.33
Cl 4.15 -4.43 0.87
Cl 6.75 -5.57 1.52
Cl 6.58 -3.02 0.12
H 5.81 -3.55 2.29
C -5.34 2.43 -3.41
N -4.34 1.88 -2.46
O -4.45 2.19 -1.27
O -3.46 1.15 -2.94
H -6.05 3.05 -2.85
H -4.80 3.02 -4.15
H -5.86 1.58 -3.87
Br -4.81 3.87 0.03
Cs 3.36 -3.55 2.92
C 3.13 5.52 6.03
F 3.06 6.71 6.68
F 2.35 5.65 4.91
F 4.42 5.42 5.57
S 2.65 4.09 7.05
O 1.26 4.37 7.42
O 3.59 4.11 8.17
N 2.88 2.98 5.95
S 2.55 1.52 6.49
O 1.14 1.22 6.74
O 3.49 0.97 7.47
C 2.93 0.63 4.94
F 4.23 0.82 4.54
F 2.16 1.05 3.89
F 2.75 -0.71 5.03
C -3.30 2.32 -7.46
C -4.26 1.23 -7.02
N -5.05 0.32 -6.65
H -3.21 2.32 -8.55
H -3.68 3.30 -7.14
H -2.31 2.16 -7.02
O 3.07 4.40 2.39
H 3.08 4.28 3.32
Cs 3.23 2.84 0.68
Cl 5.88 -7.71 2.90
```

Entry from OMol25: an isolated ion of composition C3H7N4S and charge +1 at a distorted geometry (ωB97M-V/def2-TZVPD).

Calculated values
HOMO-LUMO gap ... 8.84 eV
Total charge ... +1
Energy relative to the best compared isomer or geometry (same formula, charge and spin) ... 106.5 kcal per mole

Structure (XYZ):
```
15
C3H7N4S (ωB97M-V/def2-TZVPD)
C 0.52 1.21 -0.46
C -0.84 1.60 -0.76
C 1.92 -0.66 0.10
N -2.21 -1.33 1.05
N -1.04 -1.68 0.81
N -0.58 -0.65 0.04
N 0.65 -0.02 -0.05
S -2.01 0.49 0.18
H 1.53 1.68 -0.51
H -0.77 2.60 -0.46
H -1.00 1.50 -1.77
H 1.71 -1.70 0.21
H 2.55 -0.31 0.89
H 2.49 -0.70 -0.80
H -2.92 -2.03 1.52
```

no.,E_tot (hartree)
1,-2857.918410
2,-7199.579158
3,-1090.802529
4,-475.029370
5,-2573.400910
6,-381.037932
7,-8042.377395
8,-735.282000